Version i
Computed, not measured: C21H23ClInN7O10Se as an isolated structure, with ωB97M-V/def2-TZVPD.

```
64
Properties=species:S:1:pos:R:3
In 0.1390 -0.7472 -0.1626
Se -1.7297 1.7496 -1.9880
C -3.1760 2.8982 -1.7815
N -4.0323 3.6436 -1.5758
C -1.9280 -2.3404 4.1163
N -2.3446 -0.9504 4.1093
C -2.4388 -0.3566 5.4403
C -1.9489 -0.1690 3.0388
N -1.1156 -0.5440 2.1306
N -2.5095 1.0928 2.9984
C -1.9783 2.0102 2.0102
C -3.9462 1.2368 3.2059
H -0.8648 -2.4555 4.3606
H -2.1239 -2.7988 3.1487
H -2.5137 -2.8719 4.8656
H -3.3335 -0.7128 5.9541
H -2.4794 0.7248 5.3665
H -1.5647 -0.6318 6.0390
H -0.6644 -1.4238 2.3654
H -0.8944 1.9421 1.9887
H -2.2764 3.0255 2.2730
H -2.3583 1.7857 1.0063
H -4.3316 0.4126 3.7967
H -4.4707 1.2488 2.2427
H -4.1564 2.1790 3.7139
C 5.0218 -2.0806 1.4806
C 5.1683 -2.5715 0.0555
C 6.3060 -2.1468 -0.6387
C 6.5527 -2.4976 -1.9465
Cl 8.0022 -1.9424 -2.7351
C 5.6460 -3.2859 -2.6319
C 4.5208 -3.7229 -1.9673
C 4.2731 -3.4021 -0.6310
O 3.1459 -4.0348 -0.1704
C 2.5695 -3.8830 1.1208
C 1.5234 -2.7631 1.0547
O 0.3812 -3.0624 0.6054
O 1.8574 -1.5910 1.3921
H 5.7057 -1.2477 1.6445
H 5.2836 -2.8597 2.2013
H 4.0127 -1.7313 1.6894
H 7.0158 -1.5093 -0.1248
H 5.8241 -3.5575 -3.6644
H 3.7876 -4.3466 -2.4638
H 3.3027 -3.6967 1.8962
H 2.0399 -4.8117 1.3177
O 4.0565 6.1065 -2.9305
N 4.4230 4.9774 -2.6760
O 5.5656 4.6429 -2.4433
C 3.4003 3.9230 -2.6465
C 2.1110 4.2549 -2.8453
C 1.1357 3.2331 -2.8599
C 1.4559 1.8171 -2.5873
O 0.6013 0.9368 -2.5103
C 2.8896 1.5846 -2.3967
C 3.7986 2.5822 -2.4338
N 3.4188 0.2291 -2.1435
O 2.6407 -0.6507 -1.8451
O 4.6197 0.0801 -2.2431
N -0.1460 3.6350 -3.1349
O -1.0443 2.6808 -3.4507
O -0.5110 4.7677 -3.1949
H 1.8242 5.2831 -3.0110
H 4.8448 2.3528 -2.2906
```

Its orbital gap is 4.71 eV.

***

Version ii
Computed, not measured: C21H23ClInN7O10Se as an isolated structure, with ωB97M-V/def2-TZVPD.

```
64
Properties=species:S:1:pos:R:3
In -0.3601 0.6383 -0.3184
Se 0.9161 -0.4598 -2.2146
C 2.5998 -0.4642 -1.4721
N 3.6634 -0.5226 -1.0329
C -1.8586 0.8431 3.9147
N -0.7443 -0.0929 3.8831
C -0.5778 -0.8900 5.0919
C -0.2078 -0.4685 2.6938
N -0.8509 -0.2358 1.5633
N 0.9864 -1.0861 2.6926
C 1.4154 -1.8793 1.5505
C 2.0391 -0.7716 3.6478
H -2.8218 0.3317 3.8127
H -1.7709 1.5749 3.1139
H -1.8436 1.3638 4.8721
H -0.0847 -0.3171 5.8796
H -0.0029 -1.7847 4.8767
H -1.5612 -1.2011 5.4506
H -1.8341 -0.0417 1.7162
H 0.5480 -2.2017 0.9800
H 1.9390 -2.7614 1.9214
H 2.0990 -1.3177 0.9112
H 1.7315 0.0401 4.3017
H 2.9262 -0.4518 3.0981
H 2.2969 -1.6419 4.2548
C -5.2919 -0.6167 2.1447
C -4.2121 -1.5283 1.6338
C -3.4230 -2.2522 2.5268
C -2.4375 -3.1083 2.0702
Cl -1.4468 -3.9615 3.2235
C -2.2190 -3.2913 0.7164
C -2.9905 -2.5722 -0.1800
C -3.9682 -1.6937 0.2685
O -4.7051 -1.0425 -0.6955
C -4.5897 0.3824 -0.7430
C -3.1706 0.8134 -0.4055
O -2.2585 0.3710 -1.2007
O -2.9373 1.4693 0.6096
H -5.5499 -0.8718 3.1719
H -6.1911 -0.6991 1.5340
H -4.9670 0.4265 2.1230
H -3.5990 -2.1593 3.5919
H -1.4546 -3.9739 0.3712
H -2.8403 -2.6684 -1.2468
H -5.2819 0.8631 -0.0538
H -4.8319 0.6691 -1.7647
O -1.6271 5.4415 5.3422
N -0.6874 4.7149 5.0960
O 0.1449 4.3498 5.9036
C -0.5538 4.2250 3.7226
C -1.5448 4.5140 2.7952
C -1.4307 4.0250 1.5202
C -0.3559 3.1914 1.0933
O -0.2820 2.7091 -0.0903
C 0.6150 2.9434 2.1084
C 0.5353 3.4565 3.3893
N 1.7790 2.1150 1.8296
O 1.7168 1.2653 0.9396
O 2.7642 2.2678 2.5115
N -2.5197 4.3622 0.5894
O -2.2453 4.4899 -0.5807
O -3.6221 4.5168 1.0779
H -2.4070 5.1024 3.0729
H 1.3059 3.2456 4.1155
```

Its orbital gap is 7.84 eV.

***

version ii is preferred energetically. Next in line: 0.1971 hartree higher.

***

Version i
Computed, not measured: one molecule with the formula CClF3, with ωB97M-V/def2-TZVPD.

```
5
Properties=species:S:1:pos:R:3
C 0.0862 -0.0010 -0.0143
F 1.2066 0.6684 -0.0135
F -0.2907 -0.0991 -1.3107
F 0.3019 -1.2426 0.4273
Cl -1.3040 0.6745 0.9113
```

As for the SMILES: FC(F)(F)Cl. Its orbital gap is 13.16 eV.

***

Version ii
Computed, not measured: a 2-piece molecular cluster, CClF3 overall, with ωB97M-V/def2-TZVPD.

```
5
Properties=species:S:1:pos:R:3
C 0.1101 -0.1951 -0.0478
F -0.1664 -1.0503 -0.9474
F -1.3273 1.3138 -0.1214
F -0.3257 -0.5542 1.1165
Cl 1.7092 0.4858 0.0001
```

Its orbital gap is 10.32 eV.

***

version i is preferred energetically. Next in line: 0.1108 hartree higher.